# 1
ORCA calculation (wB97M-V/def2-TZVPD) on a cluster of 2 separate species, C6H13O2 in total in a non-equilibrium geometry.

The value obtained for the energy relative to the best compared isomer or geometry (same formula, charge and spin) is 483.77 kJ/mol. Its total charge is -1. The gap between HOMO and LUMO is 0.209 Ha. Its total energy is -10524.691 eV.

Each line ends with the Mulliken charge.
Geometry (Å):
C: 1.2207 -0.1500 -2.4066  -0.78
O: 1.7233 1.0272 -2.5400  -0.88
C: -0.1822 -0.1474 -1.4326  -0.49
C: -0.5974 -1.4924 -0.8806  -0.58
C: -0.4989 -1.4243 0.6663  -0.45
C: -1.4380 -1.0682 1.5304  0.07
C: -0.9957 -1.1163 2.9720  -1.32
H: 1.8011 -0.7784 -1.8627  0.34
H: 1.0391 -0.5316 -3.3081  0.35
H: 0.0842 0.6177 -0.8410  0.17
H: -0.8713 0.1895 -2.1878  0.26
H: -1.6541 -1.8684 -0.9772  0.33
H: 0.0460 -2.2773 -1.3727  0.29
H: 0.4586 -1.5318 1.0893  0.31
H: -2.4592 -0.6014 1.3328  0.29
H: -1.4951 -0.4173 3.6550  0.34
H: 0.0224 -0.7989 3.2191  0.36
H: -0.9993 -2.0140 3.4540  0.39
H: 0.3201 3.5273 0.6371  0.34
H: 1.3712 3.3401 1.7921  0.31
O: 0.4374 3.4149 1.6246  -0.67

# 2
ORCA calculation (wB97M-V/def2-TZVPD) on a structure of composition C6H13O4Rh in a non-equilibrium geometry.

As for the expectation value of S²: 6.01. The value obtained for the energy relative to the best compared isomer or geometry (same formula, charge and spin) is 0.00 kJ/mol. The multiplicity is 5. The gap between HOMO and LUMO (alpha / beta) is 0.269 / 0.255 Ha. Its total energy is -17623.748 eV.

Each line ends with the Mulliken charge.
Geometry (Å):
O: -2.0950 -1.0063 -1.5611  -0.78
C: -1.0447 -1.7098 -1.1538  -0.01
C: -0.9206 -2.1161 0.1393  -0.29
O: -2.0681 -2.0024 0.9164  -0.31
C: -1.8676 -2.0160 2.3173  -0.64
Rh: -3.5832 -0.8391 -0.2230  0.31
H: -0.4250 -2.2099 -1.9124  0.53
H: -0.1845 -2.8445 0.4842  0.37
H: -2.8579 -2.0487 2.7875  0.24
H: -1.2901 -2.9038 2.6144  0.27
H: -1.3370 -1.1071 2.6413  0.30
H: 1.0718 -0.3032 -1.5992  0.36
H: 1.1543 -0.3252 0.4620  -0.18
O: 1.9109 0.2604 -1.3678  -0.56
C: 2.1450 2.9585 2.5684  -0.66
O: 2.4532 1.7713 1.8851  -0.32
C: 1.9132 1.7301 0.5888  -0.41
C: 2.0129 0.3309 0.0181  0.16
H: 2.6030 2.9658 3.5728  0.24
H: 2.5391 3.8009 1.9864  0.29
H: 1.0516 3.0801 2.6782  0.29
H: 2.4486 2.4386 -0.0702  0.31
H: 0.8489 2.0348 0.6035  0.26
H: 2.9692 -0.1233 0.3219  0.24

# 3
ORCA calculation (wB97M-V/def2-TZVPD) on the molecule C6H13O6PS.

The value obtained for the energy relative to the best compared isomer or geometry (same formula, charge and spin) is 26.55 kJ/mol. The gap between HOMO and LUMO is 0.387 Ha. Its total energy is -38844.065 eV.

Each line ends with the Mulliken charge.
Geometry (Å):
C: -1.8347 -0.4761 1.1279  -1.54
C: -0.3694 -0.0325 0.9987  0.77
C: 0.4896 -0.6843 2.0723  -1.15
O: 0.5324 -2.1202 1.9151  -0.33
S: 1.7662 -2.8379 1.1598  0.59
O: 2.9870 -2.1492 1.5031  -0.50
O: 1.4685 -2.3843 -0.3863  -0.36
C: 0.2304 -1.7650 -0.7570  -0.81
C: 0.2375 -0.2768 -0.3914  0.29
C: -0.4130 0.5978 -1.4721  -0.84
P: 0.1807 2.3113 -1.4193  0.80
O: 1.2621 2.5499 -0.4553  -0.65
O: 0.5166 2.6976 -2.9364  -0.53
O: -1.1273 3.2165 -1.2082  -0.55
H: -2.3377 -0.5283 0.1611  0.38
H: -2.4034 0.2144 1.7500  0.36
H: -1.9067 -1.4620 1.5877  0.34
H: -0.2917 1.0405 1.2013  0.34
H: 1.5053 -0.2857 2.0742  0.48
H: 0.0532 -0.5260 3.0574  0.39
H: -0.5960 -2.2946 -0.2786  0.27
H: 0.1414 -1.9205 -1.8308  0.42
H: 1.2897 0.0088 -0.3157  0.42
H: -0.2037 0.1983 -2.4650  0.42
H: -1.4989 0.6324 -1.3686  0.27
H: 1.4801 2.7589 -3.0374  0.36
H: -1.1583 3.5171 -0.2867  0.37

# 4
ORCA calculation (wB97M-V/def2-TZVPD) on a structure of composition C6H13OP in a non-equilibrium geometry.

The value obtained for the energy relative to the best compared isomer or geometry (same formula, charge and spin) is 428.06 kJ/mol. The gap between HOMO and LUMO is 0.304 Ha. Its total energy is -17764.016 eV.

Each line ends with the Mulliken charge.
Geometry (Å):
C: -1.6081 -2.1186 -0.3553  -0.62
C: 0.6075 0.2147 -2.0323  0.63
C: -0.7060 0.5295 -2.6987  -1.10
C: -0.0674 0.6990 2.0219  -1.30
C: 1.9177 -1.0895 0.5030  -1.31
C: -0.0090 0.9574 0.5979  -0.47
O: 1.7046 0.5389 -2.3541  -0.52
P: 0.2736 -0.6587 -0.3073  0.29
H: -1.8198 -2.3412 -1.3748  0.26
H: -2.0592 -1.0356 -0.0508  0.12
H: -0.5572 0.5120 -3.7368  0.43
H: -1.4146 -0.1883 -2.2820  0.29
H: -0.8005 1.5999 -2.3722  0.24
H: -0.6765 1.5453 2.4553  0.35
H: -0.6549 -0.2301 2.2324  0.35
H: 0.8747 0.6065 2.5855  0.31
H: 2.5649 -0.2597 0.5596  0.41
H: 1.7614 -1.5399 1.4104  0.44
H: 2.6118 -1.8021 -0.0007  0.38
H: 0.7061 1.7723 0.3470  0.44
H: -0.9653 1.3905 0.2710  0.38

# 5
ORCA calculation (wB97M-V/def2-TZVPD) on the molecule C6H13OPS2 in a non-equilibrium geometry.

As for the structure (SMILES): C/C=C/[P@](=S)(OCC)SC. The value obtained for the energy relative to the best compared isomer or geometry (same formula, charge and spin) is 133.70 kJ/mol. The gap between HOMO and LUMO is 0.350 Ha. Its total energy is -39437.975 eV.

Each line ends with the Mulliken charge.
Geometry (Å):
C: 1.1307 -2.5004 -0.5786  0.03
C: 0.7569 -1.2611 -0.3851  -0.36
C: 2.6138 -2.8491 -0.7772  -1.17
C: -3.1725 1.8185 -0.4232  -0.99
C: -0.4272 0.0995 2.4941  -0.67
C: -1.7846 1.9600 -1.1440  -0.33
O: -0.7510 1.1621 -0.6440  -0.48
P: -1.0178 -0.8877 -0.4487  0.49
S: -2.0702 -1.7420 -1.8099  -0.31
S: -1.7139 -0.9238 1.6086  -0.14
H: 0.3990 -3.2825 -0.5136  0.37
H: 1.3618 -0.3075 -0.3342  0.31
H: 3.2455 -1.9880 -0.6201  0.30
H: 2.6767 -3.0654 -1.8811  0.29
H: 2.7006 -3.6314 -0.1027  0.38
H: -3.5923 0.8331 -0.6106  0.31
H: -3.2360 2.1506 0.5649  0.29
H: -3.6549 2.5157 -1.0770  0.37
H: 0.3865 -0.6055 2.3263  0.24
H: -0.7510 0.1937 3.5345  0.36
H: -0.5031 1.0454 1.9967  0.19
H: -1.2544 3.0225 -1.1050  0.24
H: -1.8572 1.6727 -2.2088  0.29

# 6
ORCA calculation (wB97M-V/def2-TZVPD) on the molecule C6H13P in a non-equilibrium geometry.

As for the structure (SMILES): CC(C)=PC(C)C. The value obtained for the energy relative to the best compared isomer or geometry (same formula, charge and spin) is 169.39 kJ/mol. The gap between HOMO and LUMO is 0.318 Ha. Its total energy is -15719.236 eV.

Each line ends with the Mulliken charge.
Geometry (Å):
C: 0.3009 0.0298 1.6053  0.72
C: 0.1664 -0.3275 3.0199  -1.19
C: 0.9630 1.2602 1.2090  -1.13
C: 0.8662 -0.3984 -2.2095  -1.18
C: -1.7837 -0.4482 -1.9316  -1.36
C: -0.3343 -0.1746 -1.2907  0.06
P: -0.2716 -1.0643 0.3610  -0.22
H: 0.9476 0.1041 3.6278  0.38
H: 0.1501 -1.5238 3.0293  0.31
H: -0.8867 -0.0430 3.3314  0.25
H: 0.3113 2.2013 1.2516  0.21
H: 1.2612 1.1108 0.1799  0.25
H: 1.7221 1.3503 2.0113  0.38
H: 0.8816 -1.5137 -2.3085  0.35
H: 1.8297 -0.1028 -1.7243  0.33
H: 0.7202 0.2397 -3.0635  0.37
H: -1.6750 -0.5579 -2.9682  0.36
H: -2.2687 -1.3498 -1.4654  0.34
H: -2.3332 0.3799 -1.6378  0.34
H: -0.5671 0.8279 -1.0271  0.43

# 7
ORCA calculation (wB97M-V/def2-TZVPD) on the molecule C6H13P in a non-equilibrium geometry.

The value obtained for the energy relative to the best compared isomer or geometry (same formula, charge and spin) is 383.67 kJ/mol. The gap between HOMO and LUMO (alpha / beta) is 0.286 / 0.288 Ha. Its total energy is -15717.015 eV.

Each line ends with the Mulliken charge.
Geometry (Å):
C: 0.0173 0.0062 -1.1384  -1.41
C: 1.1307 -0.5406 -0.3144  0.91
C: -1.2415 0.5317 -0.3631  0.48
C: 2.0451 0.3112 0.4487  -1.06
C: 0.8420 -1.9141 0.1079  -1.52
C: -1.1496 1.9152 0.2076  -1.28
P: -2.2038 -0.8051 0.2950  -0.07
H: 0.2064 0.7513 -1.9297  0.51
H: -0.3789 -0.8158 -1.6501  0.49
H: 2.3318 1.1489 -0.2593  0.28
H: 3.0247 -0.1767 0.6718  0.39
H: 1.6013 0.7539 1.4468  0.16
H: 0.2852 -2.4898 -0.7331  0.30
H: 0.2167 -2.1428 0.9359  0.34
H: 1.7428 -2.4201 0.2698  0.43
H: -2.1164 2.4470 0.2131  0.40
H: -0.4438 2.5341 -0.2954  0.37
H: -0.8817 1.8303 1.2978  0.26
H: -2.8728 -1.0273 -0.7476  0.00
H: -3.1399 0.0158 0.9487  0.03

# 8
ORCA calculation (wB97M-V/def2-TZVPD) on a cluster of 2 separate species, C6H14 in total.

The value obtained for the energy relative to the best compared isomer or geometry (same formula, charge and spin) is 478.85 kJ/mol. The gap between HOMO and LUMO is 0.299 Ha. Its total energy is -6444.446 eV.

Each line ends with the Mulliken charge.
Geometry (Å):
C: -0.4489 -1.9938 -0.0784  -1.27
C: 0.0839 -0.7025 -0.3488  0.62
C: -0.1225 -0.1553 -1.7398  -1.37
C: 0.1349 0.2883 0.8115  0.48
C: 1.1750 1.3985 0.6966  -1.54
C: -1.2778 0.8735 0.9505  -1.49
H: -0.5398 -2.3353 0.9472  0.35
H: -0.8496 -2.6004 -0.8823  0.30
H: 0.9577 -1.6872 -0.3065  0.04
H: 1.7593 -0.8774 -0.5329  0.18
H: -1.1714 0.1553 -1.8175  0.36
H: 0.0521 -0.9314 -2.4882  0.45
H: 0.5310 0.6939 -1.9500  0.31
H: 0.3510 -0.2984 1.7137  0.31
H: 0.9793 2.0483 -0.1646  0.31
H: 2.1843 0.9889 0.5951  0.40
H: 1.1397 2.0261 1.5943  0.42
H: -2.0302 0.0801 0.9985  0.37
H: -1.3485 1.4803 1.8585  0.43
H: -1.5156 1.5234 0.0998  0.35

# 9
ORCA calculation (wB97M-V/def2-TZVPD) on the molecule C6H14BNO2 in a non-equilibrium geometry.

As for the structure (SMILES): CN(C)B(O)[C@@H]1CCOC1. The value obtained for the energy relative to the best compared isomer or geometry (same formula, charge and spin) is 269.87 kJ/mol. The gap between HOMO and LUMO is 0.351 Ha. Its total energy is -12710.602 eV.

Each line ends with the Mulliken charge.
Geometry (Å):
C: -2.2329 -0.9811 0.5531  -1.04
N: -0.9484 -1.3593 1.1627  0.06
C: -0.5045 -2.7051 0.7459  -0.96
B: 0.0990 -0.3411 1.0048  0.23
O: 1.1465 -0.3613 1.9899  -0.57
C: 0.1812 0.7598 -0.1567  0.38
C: 0.9395 0.4292 -1.4735  -0.84
C: 1.2043 1.8963 -1.9747  -0.48
O: 1.7985 2.5246 -0.8329  -0.42
C: 1.0532 2.0154 0.2796  -0.66
H: -2.4047 0.0922 0.7178  0.35
H: -3.0386 -1.5050 1.1095  0.32
H: -2.3445 -1.2922 -0.5034  0.32
H: 0.0873 -2.7155 -0.1874  0.32
H: -1.4131 -3.3258 0.6477  0.35
H: 0.0595 -3.1401 1.5897  0.26
H: 0.7738 0.1195 2.7288  0.30
H: -0.8150 1.0804 -0.5119  0.10
H: 0.3629 0.0034 -2.3189  0.36
H: 1.8824 -0.1370 -1.4218  0.34
H: 0.1930 2.3629 -1.9753  0.27
H: 1.7258 2.0157 -2.9289  0.39
H: 1.8476 1.8289 1.0153  0.31
H: 0.3473 2.7350 0.7404  0.29

# 10
ORCA calculation (wB97M-V/def2-TZVPD) on a structure of composition C6H14BeMgO4 in a non-equilibrium geometry.

As for the expectation value of S²: 0.76. The value obtained for the energy relative to the best compared isomer or geometry (same formula, charge and spin) is 110.64 kJ/mol. The multiplicity is 2. Its total charge is +3. The gap between HOMO and LUMO (alpha / beta) is 0.209 / 0.227 Ha. Its total energy is -20450.434 eV.

Each line ends with the Mulliken charge.
Geometry (Å):
O: 0.4423 2.1140 2.7989  0.13
Be: 1.0291 2.9253 3.6248  0.44
C: -0.9161 1.8604 2.6776  -0.64
H: -1.1385 0.7891 2.5834  0.22
H: -1.2117 2.1570 1.3248  0.49
H: -1.5488 2.4324 3.3651  0.48
O: -0.8043 1.8400 0.1699  -0.46
C: 0.5399 2.1459 0.1737  -0.18
C: 1.3604 1.2706 -0.7409  -0.60
O: 0.8412 -0.0524 -0.5843  -0.54
C: 1.2563 -1.0405 -1.5226  -0.50
C: 0.4296 -2.2693 -1.2275  -0.40
O: -0.9425 -1.8631 -1.1102  -0.20
C: -1.8632 -2.9577 -1.0837  -0.69
Mg: -1.1771 -0.0190 -0.3376  1.16
H: 0.9059 1.9261 1.6066  0.50
H: 0.7540 3.2176 0.0620  0.51
H: 2.4263 1.2930 -0.4771  0.35
H: 1.2490 1.5732 -1.7961  0.43
H: 2.3246 -1.2635 -1.4039  0.33
H: 1.0721 -0.6723 -2.5429  0.38
H: 0.7351 -2.7417 -0.2831  0.40
H: 0.5276 -2.9932 -2.0468  0.43
H: -2.8630 -2.5465 -0.9191  0.31
H: -1.8277 -3.4842 -2.0451  0.30
H: -1.6004 -3.6413 -0.2661  0.35

# 11
ORCA calculation (wB97M-V/def2-TZVPD) on a structure of composition C6H14BiO3 in a non-equilibrium geometry.

As for the expectation value of S²: 0.82. The value obtained for the energy relative to the best compared isomer or geometry (same formula, charge and spin) is 37.20 kJ/mol. The multiplicity is 2. Its total charge is +2. The gap between HOMO and LUMO (alpha / beta) is 0.243 / 0.251 Ha. Its total energy is -18407.654 eV.

Each line ends with the Mulliken charge.
Geometry (Å):
H: 2.4029 -1.3886 1.0542  0.00
C: -0.9604 -3.1680 0.7362  -0.55
O: -0.5666 -1.9812 0.0606  -0.30
C: -1.1729 -1.7581 -1.2201  -0.25
C: -0.6610 -0.4577 -1.7133  -0.25
O: -1.0405 0.5843 -0.9475  -0.31
C: -0.4614 1.8648 -1.1884  -0.63
C: 0.1104 2.3596 0.1163  -0.29
O: 1.0566 1.4113 0.6095  -0.36
C: 1.8227 1.9097 1.7086  -0.71
H: -0.4412 -3.1728 1.6999  0.29
H: -2.0477 -3.1524 0.8912  0.28
H: -0.6682 -4.0473 0.1463  0.32
H: -2.2664 -1.7334 -1.0727  0.36
H: -0.8882 -2.5708 -1.9025  0.40
H: -0.2139 -0.2895 -2.6947  0.47
H: -1.2555 2.5436 -1.5215  0.35
H: 0.3191 1.8051 -1.9585  0.40
H: -0.6852 2.4938 0.8646  0.38
H: 0.6175 3.3204 -0.0516  0.37
H: 2.5129 1.1165 2.0160  0.35
H: 2.3884 2.7928 1.3849  0.33
H: 1.1577 2.1677 2.5442  0.36
Bi: 0.9409 -0.6498 0.4382  1.00

# 12
ORCA calculation (wB97M-V/def2-TZVPD) on the molecule C6H14Cl2Si in a non-equilibrium geometry.

As for the structure (SMILES): CCCCC[Si](C)(Cl)Cl. The value obtained for the energy relative to the best compared isomer or geometry (same formula, charge and spin) is 0.00 kJ/mol. The gap between HOMO and LUMO is 0.409 Ha. Its total energy is -39375.444 eV.

Each line ends with the Mulliken charge.
Geometry (Å):
Cl: 0.8713 2.4370 2.2687  -0.30
Cl: 1.3495 3.8720 -0.7129  -0.31
C: -2.6666 -1.4782 0.5670  -1.13
C: -1.9307 -1.4199 -0.7839  -0.36
C: -0.4097 -1.5499 -0.6726  -0.82
C: 0.2251 -0.4324 0.2174  -0.49
C: 3.1893 1.4778 0.3248  -0.98
C: 0.1137 0.9355 -0.4739  -0.56
Si: 1.4077 2.0571 0.2862  0.61
H: -2.4054 -2.3880 1.1085  0.28
H: -2.3964 -0.6378 1.2046  0.29
H: -3.7561 -1.3961 0.4595  0.35
H: -2.1184 -0.4778 -1.2803  0.25
H: -2.3721 -2.1999 -1.4079  0.35
H: -0.1531 -2.5142 -0.2204  0.34
H: 0.0706 -1.4975 -1.6759  0.31
H: 1.2475 -0.7129 0.4984  0.28
H: -0.2911 -0.3967 1.1931  0.30
H: 3.2229 0.5616 0.9167  0.33
H: 3.8078 2.2339 0.7699  0.30
H: 3.5178 1.3019 -0.6945  0.30
H: 0.3558 0.8553 -1.5322  0.37
H: -0.8792 1.3693 -0.3603  0.28